No. 1
64
Properties=species:S:1:pos:R:3:forces:R:3 method="wB97M-V/def2-TZVPD" homo_energy_ev=-5.2 lumo_ha=0.06355 multiplicity=1 charge=-1 gap_ev=6.93
Pt -0.025 0.551 0.294 0.2 -0.3 0.3
O 0.886 4.592 0.149 0.0 0.0 0.1
C 1.047 3.383 0.239 0.0 0.1 -0.1
O 0.063 2.579 0.504 -0.3 0.0 -0.2
C 2.450 2.837 0.047 0.1 0.1 0.0
C 2.895 1.634 0.578 0.0 0.0 0.0
C 4.200 1.205 0.365 0.0 0.0 0.0
C 5.072 1.977 -0.387 0.0 0.0 0.0
C 4.638 3.190 -0.908 0.0 0.0 0.0
C 3.341 3.619 -0.684 0.0 0.0 0.1
H 2.225 1.010 1.157 0.1 0.1 0.0
H 4.524 0.262 0.790 0.0 0.0 0.0
H 6.086 1.639 -0.565 0.0 0.0 0.0
H 5.312 3.800 -1.497 0.0 0.0 0.0
H 2.985 4.559 -1.081 0.0 0.0 0.0
C -3.181 2.085 -0.837 0.0 0.0 0.0
N -3.830 0.967 -0.179 0.1 0.0 0.0
C -4.808 1.305 0.834 0.0 0.0 0.0
C -5.011 0.165 1.810 0.0 0.0 0.0
C -5.186 -1.130 1.045 0.0 0.0 0.0
N -4.050 -1.339 0.178 0.1 0.0 0.1
C -3.744 -2.696 -0.215 0.0 0.0 0.0
C -3.417 -0.306 -0.479 0.1 0.1 0.1
O -2.521 -0.516 -1.287 -0.1 -0.1 -0.2
H -2.695 2.733 -0.104 0.0 0.0 0.0
H -3.913 2.673 -1.402 0.0 0.0 0.0
H -2.426 1.705 -1.517 0.0 0.0 0.0
H -5.762 1.580 0.362 0.0 0.0 0.0
H -4.449 2.190 1.367 0.0 0.0 0.0
H -5.881 0.361 2.440 0.0 0.0 0.0
H -4.132 0.084 2.450 0.0 0.0 0.0
H -6.128 -1.115 0.475 0.0 0.0 0.0
H -5.241 -1.976 1.735 0.0 0.0 0.0
H -3.670 -3.329 0.672 0.0 0.0 0.0
H -2.794 -2.701 -0.741 0.0 0.0 0.0
H -4.517 -3.110 -0.875 0.0 0.0 0.0
C 1.858 1.058 3.927 0.0 -0.1 0.1
S 2.103 -0.643 3.370 0.0 0.0 -0.1
C 0.508 -1.373 3.454 0.1 0.0 0.1
C -0.688 -0.911 3.040 0.0 0.0 -0.1
S -1.093 0.630 2.308 0.0 0.0 0.1
S -2.003 -2.057 3.197 -0.1 0.1 0.0
C -1.135 -3.382 3.866 0.0 -0.1 0.0
S -1.809 -4.837 4.254 0.0 0.0 0.0
S 0.534 -3.009 4.080 0.0 0.0 0.0
H 2.867 1.452 4.050 0.0 0.0 0.0
H 1.339 1.074 4.882 0.0 0.0 0.0
H 1.311 1.647 3.197 0.0 0.0 0.0
O 0.489 0.816 -3.963 0.0 0.1 0.0
S 1.537 0.654 -3.001 -0.1 -0.1 0.0
O 2.463 1.722 -2.798 0.0 -0.1 -0.1
N 0.905 0.114 -1.556 0.2 0.1 -0.2
C 1.118 -1.170 -1.366 -0.1 0.0 0.0
S 0.360 -1.772 0.012 -0.1 0.3 0.0
C 2.005 -1.808 -2.356 0.0 0.0 0.0
C 2.494 -3.101 -2.395 0.0 0.0 0.0
C 3.355 -3.440 -3.431 0.0 0.0 0.0
C 3.711 -2.507 -4.400 0.0 0.0 0.0
C 3.213 -1.208 -4.361 0.0 0.0 0.0
C 2.366 -0.888 -3.323 0.0 0.0 0.0
H 2.212 -3.816 -1.633 0.0 0.0 0.0
H 3.758 -4.443 -3.485 0.0 0.0 0.0
H 4.389 -2.795 -5.193 0.0 0.0 0.0
H 3.488 -0.475 -5.108 0.0 0.0 0.0



No. 2
59
Properties=species:S:1:pos:R:3:forces:R:3 method="wB97M-V/def2-TZVPD" homo_energy_ev=-0.2 lumo_ha=0.16928 multiplicity=1 charge=-2 e_above_lowest_kj_mol=0.0 gap_ev=4.82
Y -0.301 -0.857 0.288 0.3 -0.4 0.3
S -1.782 -3.308 1.387 0.1 0.1 0.1
C -2.347 -2.392 2.708 0.2 -0.1 -0.3
N -3.558 -2.347 3.158 0.0 0.1 0.0
N -3.672 -1.462 4.285 0.0 0.2 -0.1
C -4.034 -0.132 4.062 0.0 -0.1 0.0
C -3.865 0.502 2.828 0.0 0.0 0.1
C -4.153 1.854 2.698 0.0 0.0 0.0
C -4.624 2.598 3.771 0.0 0.0 0.0
C -4.811 1.964 4.994 0.0 0.0 0.0
C -4.522 0.620 5.141 0.0 0.0 0.0
N -1.348 -1.664 3.442 -0.3 0.3 0.1
N -0.944 -0.594 2.953 -0.1 -0.7 0.3
C -0.168 0.138 3.913 0.3 0.4 0.0
C 0.761 1.068 3.463 0.0 -0.1 -0.1
C 1.460 1.828 4.391 0.0 0.0 0.0
C 1.221 1.675 5.752 0.0 0.0 -0.1
C 0.275 0.754 6.187 0.0 0.0 0.0
C -0.427 -0.014 5.271 0.0 0.1 0.1
H -4.258 -1.901 4.977 0.0 0.0 0.0
H -3.510 -0.059 1.977 0.0 -0.1 -0.1
H -3.994 2.326 1.736 0.0 0.0 0.0
H -4.833 3.655 3.660 0.0 0.0 0.0
H -5.175 2.526 5.848 0.0 0.0 0.0
H -4.646 0.139 6.106 0.0 0.0 0.0
H 0.974 1.118 2.392 0.0 0.1 -0.1
H 2.193 2.541 4.034 0.0 0.0 0.0
H 1.762 2.277 6.473 0.0 0.0 0.0
H 0.069 0.642 7.246 0.0 0.0 0.0
H -1.190 -0.715 5.582 0.0 0.0 0.0
C 3.909 -0.746 -0.980 0.0 -0.1 0.0
N 2.827 -1.151 -1.860 -0.2 0.2 0.0
C 2.286 -0.358 -2.857 0.0 0.0 0.0
C 1.165 -0.964 -3.292 0.0 -0.1 0.2
N 1.018 -2.116 -2.544 0.0 0.1 -0.2
C -0.032 -3.097 -2.724 -0.1 0.1 0.1
C 2.013 -2.202 -1.635 0.0 0.0 -0.1
Se 2.103 -3.449 -0.270 0.0 0.0 0.0
H 4.287 0.215 -1.322 0.0 0.0 0.0
H 4.699 -1.497 -0.981 0.0 0.0 -0.1
H 3.502 -0.618 0.022 -0.1 0.0 0.0
H 2.687 0.614 -3.085 0.1 0.0 0.0
H 0.403 -0.641 -3.977 0.0 0.0 0.0
H -0.798 -2.650 -3.350 0.0 0.0 -0.1
H -0.511 -3.331 -1.777 0.1 0.0 0.1
H 0.394 -4.006 -3.154 -0.1 0.0 0.0
N 1.393 0.492 0.359 0.0 0.3 0.1
C 2.015 1.611 0.051 -0.1 -0.3 0.1
C 1.616 2.489 -1.027 -0.2 0.1 -0.2
C 2.307 3.631 -1.370 0.0 -0.1 0.1
C 3.458 4.031 -0.676 0.1 0.1 -0.1
C 3.875 3.230 0.388 0.0 0.0 0.0
C 3.193 2.081 0.744 0.2 0.1 0.1
H 0.717 2.199 -1.569 0.1 0.0 0.0
H 1.948 4.242 -2.196 0.0 0.0 0.0
H 3.996 4.932 -0.946 0.0 0.0 0.0
H 4.760 3.517 0.953 0.0 0.0 0.0
H 3.553 1.467 1.566 0.0 0.0 0.0
O -1.386 -0.653 -1.241 -0.3 0.0 -0.6



No. 3
63
Properties=species:S:1:pos:R:3:forces:R:3 method="wB97M-V/def2-TZVPD" homo_energy_ev="-10.9 / -10.9" lumo_ha="-0.12517 / -0.25354" multiplicity=2 s_squared=0.77 charge=+1 gap_ev="7.52 / 4.02"
Be -0.111 -0.242 0.142 -0.3 0.1 0.0
C -1.793 2.117 2.286 0.0 -0.2 -0.4
C -0.527 1.395 2.571 0.5 -0.3 0.2
C 0.240 1.464 3.743 -0.2 0.1 -0.2
C 1.326 0.647 3.527 -0.1 0.0 0.0
N 1.215 0.121 2.302 -0.1 0.1 0.1
N 0.073 0.556 1.709 -0.3 0.1 0.1
B 2.152 -0.809 1.504 0.4 -0.2 0.3
N 2.415 -0.096 0.154 0.3 0.1 -0.2
C 3.554 0.270 -0.449 -0.1 0.0 -0.1
C 3.230 0.909 -1.629 -0.1 0.0 0.0
C 1.832 0.892 -1.689 0.3 0.0 0.0
C 0.953 1.453 -2.753 -0.2 -0.1 0.1
N 1.359 0.280 -0.606 -0.1 -0.1 0.0
N 1.360 -2.090 1.186 0.1 -0.5 0.1
C 1.558 -3.396 1.414 -0.1 0.0 -0.1
C 0.514 -4.093 0.839 -0.1 0.0 -0.1
C -0.309 -3.125 0.261 0.2 -0.1 0.1
C -1.570 -3.342 -0.503 -0.1 0.1 0.1
N 0.211 -1.917 0.482 0.1 0.3 0.1
N 3.449 -1.014 2.256 0.0 0.5 0.0
C 4.291 -0.019 2.650 0.0 0.0 0.0
C 5.336 -0.595 3.318 0.1 -0.1 0.1
C 5.065 -1.984 3.293 -0.3 0.5 -0.2
C 5.867 -3.098 3.872 -0.1 -0.1 -0.1
N 3.931 -2.207 2.652 0.0 -0.6 0.1
H -2.108 2.704 3.145 0.1 0.0 0.0
H -2.560 1.392 2.045 -0.3 -0.1 0.0
H -1.683 2.768 1.417 0.0 0.1 0.1
H 0.029 2.048 4.620 0.0 0.0 0.0
H 2.160 0.423 4.168 0.0 -0.1 -0.1
H 4.518 0.062 -0.019 0.0 -0.1 0.1
H 3.909 1.330 -2.349 0.0 0.0 0.0
H 1.560 1.889 -3.543 0.0 0.0 0.0
H 0.300 2.225 -2.344 0.0 0.0 0.0
H 0.320 0.674 -3.180 0.0 0.0 0.0
H 2.419 -3.725 1.964 0.1 0.0 0.0
H 0.361 -5.157 0.830 0.0 0.0 0.0
H -1.732 -4.405 -0.657 0.0 0.0 0.0
H -1.517 -2.843 -1.471 0.0 -0.1 -0.1
H -2.422 -2.941 0.050 0.0 -0.1 0.0
H 4.078 1.014 2.426 0.0 0.0 0.0
H 6.186 -0.108 3.766 0.0 0.1 0.0
H 6.760 -2.712 4.356 0.0 0.0 0.0
H 6.157 -3.803 3.093 0.1 0.0 0.0
H 5.275 -3.651 4.602 0.1 0.0 0.1
O -3.052 -0.586 0.678 0.1 0.1 0.0
C -2.609 -0.417 -0.446 0.0 -0.1 0.6
O -1.414 -0.106 -0.782 0.0 0.2 -0.3
C -3.560 -0.694 -1.590 0.4 -0.1 -0.6
C -4.909 -1.002 -1.264 -0.5 -0.1 -0.1
C -5.836 -1.358 -2.219 -0.1 0.0 0.3
C -5.370 -1.413 -3.519 -0.1 0.0 -0.2
O -6.032 -1.708 -4.630 0.1 0.1 0.4
C -5.123 -1.566 -5.712 -0.1 -0.2 -0.9
O -3.858 -1.227 -5.166 0.1 0.1 0.5
C -4.016 -1.113 -3.849 0.0 0.1 -0.3
C -3.094 -0.750 -2.892 0.2 0.2 0.2
H -5.191 -0.949 -0.221 0.1 0.0 0.0
H -6.864 -1.580 -1.975 0.0 0.0 0.0
H -5.465 -0.772 -6.380 0.0 0.1 0.2
H -5.050 -2.505 -6.264 0.0 0.0 0.2
H -2.068 -0.503 -3.124 0.0 0.0 0.0



No. 4
57
Properties=species:S:1:pos:R:3:forces:R:3 method="wB97M-V/def2-TZVPD" homo_energy_ev="-17.1 / -17.1" lumo_ha="-0.39563 / -0.39358" multiplicity=3 s_squared=2.03 charge=+3 e_above_lowest_kj_mol=10.3 gap_ev="6.30 / 6.38"
W 0.310 0.877 0.169 -0.2 -0.6 0.0
Cl 2.778 0.920 0.065 0.2 -0.1 0.1
C 3.197 2.628 -0.224 -0.2 0.2 -0.1
C 4.524 2.969 -0.233 0.1 0.0 0.0
C 4.832 4.302 -0.503 0.0 0.0 0.0
C 3.838 5.228 -0.757 -0.1 0.0 0.0
C 2.499 4.846 -0.746 0.1 0.0 0.0
Cl 1.278 6.002 -1.055 -0.1 0.1 0.0
C 2.156 3.519 -0.475 0.3 -0.1 0.0
S 0.464 3.045 -0.450 -0.2 -0.3 -0.1
H 5.299 2.240 -0.043 0.0 0.0 0.0
H 5.869 4.611 -0.517 0.0 0.0 0.0
H 4.088 6.259 -0.966 0.0 0.0 0.0
C -3.975 1.291 -0.845 0.0 0.0 0.0
C -2.592 1.137 -0.957 0.0 0.0 0.0
N -1.808 0.997 0.111 -0.2 0.1 0.1
C -2.386 1.024 1.351 0.2 0.0 0.0
C -3.754 1.160 1.552 -0.2 0.0 0.1
C -4.559 1.297 0.400 0.0 0.0 0.0
C -4.262 1.163 2.897 0.0 0.0 -0.1
C -3.427 1.045 3.955 0.1 0.0 0.0
C -2.006 0.929 3.762 -0.1 0.0 0.2
C -1.071 0.836 4.814 0.0 0.0 0.0
C 0.277 0.759 4.538 0.0 0.0 -0.1
C 0.706 0.785 3.216 0.0 0.0 0.1
N -0.161 0.862 2.195 0.0 0.1 -0.1
C -1.505 0.928 2.467 0.0 0.0 -0.2
H -4.566 1.406 -1.743 0.0 0.0 0.0
H -2.110 1.134 -1.927 0.0 0.0 0.0
H -5.631 1.414 0.503 0.0 0.0 0.0
H -5.329 1.264 3.048 0.0 0.0 0.0
H -3.815 1.045 4.965 0.0 0.0 0.0
H -1.418 0.832 5.841 0.0 0.0 0.0
H 1.009 0.693 5.329 0.0 0.0 0.0
H 1.759 0.753 2.967 0.0 0.0 0.0
C -1.431 -5.037 -2.084 0.0 0.0 0.0
C -1.049 -4.637 -0.664 -0.1 0.1 -0.1
C 0.067 -3.597 -0.609 0.0 0.0 -0.1
S -0.465 -2.056 -1.410 -0.3 -0.5 -0.3
O 0.359 -0.977 -0.592 0.5 1.1 0.2
C 0.332 -2.090 -3.044 0.0 0.1 0.1
C 1.798 -1.673 -3.101 0.0 0.0 -0.1
C 2.801 -2.544 -2.359 0.0 0.0 0.0
H -2.183 -5.823 -2.070 0.0 0.0 0.0
H -0.571 -5.418 -2.639 0.0 0.0 0.0
H -1.865 -4.204 -2.647 0.0 0.0 0.0
H -0.684 -5.504 -0.112 0.0 0.0 0.0
H -1.922 -4.268 -0.122 0.0 0.0 0.0
H 0.972 -3.927 -1.114 0.0 0.0 0.1
H 0.303 -3.289 0.410 0.0 0.0 0.0
H -0.286 -1.434 -3.659 0.0 0.0 0.0
H 0.170 -3.115 -3.387 0.0 0.0 0.1
H 1.890 -0.628 -2.792 0.0 0.0 0.0
H 2.030 -1.681 -4.169 0.0 0.0 0.0
H 2.688 -2.492 -1.275 0.0 0.0 0.0
H 3.812 -2.219 -2.599 0.0 0.0 0.0
H 2.727 -3.590 -2.664 0.0 0.0 0.0